(1)
Computed, not measured: C55H36F4N11O9PRb as an isolated structure, with ωB97M-V/def2-TZVPD.

Each line ends with the Mulliken charge.
Atoms and positions in Å:
1 Rb 10.595 -11.650 22.189  0.793
2 C 8.570 -7.132 23.677  -0.377
3 C 9.394 -6.365 24.454  -0.707
4 C 10.418 -7.043 25.128  -0.524
5 C 10.718 -8.365 24.814  0.418
6 N 9.872 -9.104 24.005  0.009
7 C 8.830 -8.481 23.490  -0.441
8 C 11.926 -9.001 25.353  0.735
9 C 12.708 -8.319 26.319  -0.781
10 C 13.929 -8.905 26.644  -0.745
11 C 14.182 -10.222 26.297  -0.753
12 C 13.253 -10.899 25.437  0.253
13 N 12.151 -10.269 25.010  -0.097
14 C 13.407 -12.296 25.028  1.078
15 C 14.104 -13.174 25.951  -0.779
16 C 14.465 -14.502 25.781  -1.064
17 C 13.699 -15.474 24.855  1.248
18 C 12.743 -14.661 24.065  -0.267
19 N 12.971 -12.347 23.817  -0.276
20 H 7.676 -6.599 23.293  0.414
21 H 9.277 -5.305 24.580  0.468
22 H 10.973 -6.493 25.926  0.130
23 H 8.082 -9.076 22.957  0.635
24 H 12.487 -7.352 26.732  0.256
25 H 14.721 -8.270 27.128  0.346
26 H 15.044 -10.777 26.670  0.368
27 H 14.428 -12.609 26.829  0.228
28 H 15.311 -14.933 26.344  0.469
29 H 14.485 -15.961 24.282  0.636
30 H 8.103 -13.607 18.654  0.296
31 C 6.061 -13.842 21.498  -1.538
32 C 7.492 -14.216 21.692  1.988
33 C 7.550 -15.776 21.863  -1.380
34 O 8.023 -13.565 22.817  -0.475
35 C 8.376 -13.823 20.492  0.145
36 O 7.547 -13.775 19.350  -0.421
37 O 9.536 -13.505 20.463  -0.624
38 H 5.633 -13.843 22.504  0.494
39 H 5.488 -14.537 20.852  0.324
40 H 5.994 -12.917 20.923  0.040
41 H 6.656 -16.069 22.514  0.340
42 H 8.539 -15.948 22.311  0.255
43 H 7.404 -16.095 20.823  0.415
44 H 8.826 -14.048 23.092  0.403
45 N 5.109 -8.335 20.352  -0.289
46 P 6.895 -8.661 20.194  1.059
47 C 7.368 -7.096 19.415  0.151
48 C 8.417 -6.278 19.822  -0.364
49 C 8.571 -5.028 19.232  -0.394
50 C 7.845 -4.587 18.144  -0.694
51 C 6.869 -5.501 17.613  -0.804
52 C 6.535 -6.660 18.389  -0.340
53 C 6.665 -9.704 18.680  0.752
54 C 5.563 -10.523 18.542  -0.338
55 C 5.407 -11.226 17.345  -0.544
56 C 6.379 -11.156 16.320  -0.599
57 C 7.446 -10.245 16.442  -0.618
58 C 7.566 -9.455 17.593  -0.712
59 C 4.390 -9.047 21.256  -0.162
60 C 2.969 -9.068 21.118  -0.358
61 C 2.198 -9.894 21.912  -0.490
62 C 2.863 -10.771 22.783  -0.416
63 C 4.244 -10.711 22.880  -0.281
64 N 4.975 -9.762 22.243  -0.166
65 H 4.806 -7.346 20.338  0.349
66 H 8.993 -6.567 20.688  0.500
67 H 9.288 -4.299 19.576  0.384
68 H 8.042 -3.650 17.710  0.466
69 H 6.199 -5.270 16.828  0.459
70 H 5.686 -7.249 18.096  0.378
71 H 4.860 -10.725 19.382  0.116
72 H 4.497 -11.841 17.190  0.330
73 H 6.315 -11.768 15.386  0.337
74 H 8.154 -10.222 15.607  0.402
75 H 8.363 -8.695 17.690  0.511
76 H 2.504 -8.549 20.239  0.313
77 H 1.136 -10.007 21.733  0.363
78 H 2.454 -11.545 23.462  0.338
79 H 4.827 -11.472 23.415  0.449
80 F 14.315 -10.491 19.049  -0.297
81 C 14.434 -9.383 18.307  -0.001
82 C 15.715 -8.880 17.989  0.622
83 F 16.801 -9.481 18.500  -0.339
84 C 15.989 -7.719 17.251  0.510
85 C 14.874 -6.931 16.802  0.303
86 C 13.670 -7.382 17.230  0.301
87 F 12.494 -6.659 16.889  -0.314
88 C 13.359 -8.691 17.730  0.396
89 C 12.087 -9.302 17.480  0.243
90 C 11.461 -10.018 18.520  -0.208
91 N 10.854 -10.656 19.234  -0.263
92 C 11.374 -9.325 16.277  0.186
93 N 10.783 -9.296 15.287  -0.643
94 F 15.068 -5.774 16.121  -0.288
95 C 17.375 -7.425 16.894  -0.418
96 C 17.821 -7.329 15.540  0.079
97 N 18.363 -7.386 14.494  -0.470
98 C 18.410 -7.114 17.843  0.160
99 N 19.306 -6.885 18.569  -0.458
100 O 13.241 -13.742 23.301  -0.380
101 C 11.376 -14.998 24.221  -0.350
102 O 10.358 -14.399 23.798  -0.861
103 C 11.431 -16.252 25.093  -0.105
104 C 12.812 -16.442 25.535  0.528
105 C 13.075 -17.947 25.569  -0.735
106 C 12.114 -18.887 25.882  -0.191
107 C 10.835 -18.432 25.931  -0.386
108 C 10.464 -17.189 25.338  -0.403
109 N 9.905 -19.172 26.739  0.996
110 O 8.753 -18.772 26.831  -0.650
111 O 10.406 -20.073 27.417  -0.642
112 N 14.398 -18.448 25.335  0.939
113 O 14.583 -19.688 25.283  -0.668
114 O 15.316 -17.660 24.972  -0.703
115 H 12.739 -16.140 26.587  0.234
116 H 12.314 -19.886 26.128  0.623
117 H 9.426 -16.991 25.287  0.638

## Properties
net charge = -1
E_HOMO (alpha / beta) = -5.37 / -5.33 eV
frontier orbital gap (alpha / beta) = 5.320 / 4.453 eV

=====

(2)
Computed, not measured: C55H38N8O6S6Sn as an isolated structure, with ωB97M-V/def2-TZVPD.

Each line ends with the Mulliken charge.
Atoms and positions in Å:
1 Sn 0.370 0.205 0.078  1.409
2 S -6.097 -1.578 2.098  -0.247
3 C -6.688 -0.364 3.162  -0.324
4 C -5.688 0.474 3.542  -0.876
5 C -4.430 0.133 2.973  0.073
6 C -4.479 -0.967 2.153  0.553
7 C -3.410 -1.601 1.392  0.029
8 C -2.136 -1.043 1.364  -0.040
9 N -1.096 -1.531 0.706  0.582
10 C -1.233 -2.699 -0.022  -0.106
11 C -2.541 -3.316 -0.082  0.567
12 C -2.685 -4.516 -0.865  -0.914
13 C -1.653 -5.021 -1.564  -1.516
14 C -0.345 -4.388 -1.553  1.017
15 C 0.650 -4.730 -2.421  -1.293
16 C 1.851 -3.907 -2.459  1.089
17 C 2.083 -3.011 -1.485  -1.215
18 N 1.185 -2.838 -0.406  1.395
19 C -0.160 -3.297 -0.633  -0.673
20 C 2.774 -3.960 -3.600  -0.128
21 C 3.587 -2.973 -4.087  -0.101
22 C 4.369 -3.394 -5.198  -0.796
23 C 4.131 -4.686 -5.554  -0.377
24 S 2.960 -5.404 -4.529  -0.211
25 C -3.582 -2.763 0.614  -1.162
26 H -7.729 -0.342 3.443  0.420
27 H -5.834 1.309 4.214  0.378
28 H -3.518 0.677 3.182  0.438
29 H -1.951 -0.112 1.892  -0.161
30 H -3.656 -5.001 -0.881  0.404
31 H -1.778 -5.910 -2.173  0.374
32 H 0.490 -5.508 -3.158  0.273
33 H 2.960 -2.380 -1.489  0.403
34 H 3.609 -1.972 -3.670  0.407
35 H 5.069 -2.751 -5.716  0.392
36 H 4.572 -5.250 -6.362  0.407
37 H -4.552 -3.248 0.558  0.336
38 C 5.557 4.768 2.751  -1.442
39 C 4.164 4.369 2.352  0.886
40 C 3.069 5.166 2.667  -0.922
41 C 1.789 4.819 2.256  -0.455
42 C 1.599 3.667 1.509  0.347
43 C 2.681 2.856 1.183  -0.165
44 C 3.949 3.204 1.617  -0.771
45 S -0.027 3.246 0.924  1.560
46 O 0.086 3.043 -0.513  -0.566
47 O -0.887 4.333 1.348  -0.888
48 N -0.414 1.833 1.531  -0.383
49 C -0.165 1.591 2.946  -1.150
50 C 0.725 0.351 3.155  0.758
51 O 0.937 -0.009 4.306  -0.787
52 O 1.176 -0.197 2.082  0.363
53 H 5.541 5.526 3.536  0.405
54 H 6.099 5.171 1.892  0.212
55 H 6.128 3.909 3.105  0.339
56 H 3.220 6.074 3.241  0.326
57 H 0.933 5.435 2.496  0.533
58 H 2.556 1.964 0.579  -0.554
59 H 4.790 2.565 1.367  0.486
60 H -1.094 1.430 3.502  0.086
61 H 0.344 2.427 3.433  0.490
62 O -2.288 1.433 -7.327  -0.610
63 N -2.499 2.299 -6.504  0.984
64 O -2.864 3.422 -6.794  -0.636
65 C -2.336 1.968 -5.070  0.114
66 C -2.994 2.780 -4.221  -0.731
67 C -2.997 2.526 -2.820  1.465
68 C -3.701 3.353 -1.928  -0.863
69 C -3.696 3.043 -0.600  -1.165
70 C -2.966 1.918 -0.186  -0.108
71 N -2.281 1.140 -0.994  0.340
72 C -2.300 1.424 -2.312  -0.644
73 C -1.564 0.570 -3.232  -0.462
74 N -0.886 -0.454 -2.685  0.236
75 C -0.176 -1.231 -3.466  0.186
76 C -0.075 -1.033 -4.850  -1.100
77 C -0.768 -0.006 -5.428  -1.056
78 C -1.566 0.831 -4.619  0.781
79 H -3.550 3.620 -4.613  0.523
80 H -4.230 4.219 -2.307  0.390
81 H -4.205 3.650 0.135  0.496
82 H -2.917 1.671 0.867  0.322
83 H 0.362 -2.041 -2.988  0.435
84 H 0.557 -1.685 -5.438  0.580
85 H -0.703 0.163 -6.488  0.459
86 S 7.941 3.466 -0.568  -0.409
87 C 6.464 2.895 -1.131  0.259
88 S 6.106 1.211 -1.286  -0.187
89 C 4.448 1.548 -1.780  -0.323
90 N 4.220 2.828 -1.840  -0.783
91 N 5.345 3.563 -1.474  0.678
92 C 5.112 4.968 -1.377  -0.234
93 C 3.856 5.391 -0.950  -0.099
94 C 3.591 6.746 -0.843  -0.632
95 C 4.565 7.683 -1.165  -0.499
96 C 5.807 7.251 -1.607  -0.557
97 C 6.088 5.895 -1.719  -0.508
98 S 3.344 0.293 -2.092  0.000
99 H 3.101 4.653 -0.712  0.787
100 H 2.614 7.065 -0.500  0.415
101 H 4.355 8.742 -1.076  0.376
102 H 6.572 7.971 -1.873  0.361
103 H 7.053 5.558 -2.060  0.362
104 C 2.841 -2.991 3.480  -0.560
105 C 1.599 -3.551 3.229  -0.761
106 C 1.051 -3.527 1.955  -0.762
107 C 1.743 -2.924 0.908  1.260
108 C 2.991 -2.349 1.162  -0.578
109 C 3.530 -2.392 2.435  -0.570
110 H 3.249 -2.985 4.482  0.339
111 H 1.033 -3.997 4.038  0.360
112 H 0.073 -3.952 1.776  0.335
113 H 3.512 -1.812 0.379  0.120
114 H 4.483 -1.910 2.618  0.356

## Properties
net charge = -2
E_HOMO = -1.39 eV
frontier orbital gap = 4.138 eV
ΔE to the lowest compared entry with this formula, charge and spin = 0.7 kcal/mol

=====

(3)
Computed, not measured: C55H40Br4N6O2RuS as an isolated structure, with ωB97M-V/def2-TZVPD.

Each line ends with the Mulliken spin population.
Atoms and positions in Å:
1 Ru -0.492 -0.536 0.632  2.654
2 C -6.321 4.122 -1.599  0.008
3 C -5.432 3.648 -2.552  -0.006
4 C -4.389 2.806 -2.183  0.024
5 C -4.221 2.407 -0.859  0.012
6 C -5.110 2.913 0.095  0.016
7 C -6.149 3.755 -0.269  -0.001
8 C -3.125 1.495 -0.432  0.057
9 C -3.047 0.231 -0.958  0.046
10 C -3.871 -0.282 -2.041  0.018
11 C -3.410 -1.503 -2.362  -0.020
12 C -2.352 -1.831 -1.427  0.020
13 C -1.750 -3.053 -1.314  0.038
14 C -2.066 -4.113 -2.317  0.010
15 C -3.342 -4.663 -2.433  0.007
16 C -3.608 -5.653 -3.371  -0.002
17 C -2.598 -6.114 -4.205  0.004
18 C -1.320 -5.580 -4.090  0.003
19 C -1.057 -4.592 -3.150  0.010
20 C -0.894 -3.428 -0.245  0.135
21 N -0.401 -2.587 0.726  -0.058
22 C 0.219 -3.379 1.659  0.114
23 C 0.837 -2.913 2.848  0.016
24 C 1.463 -3.931 3.742  0.022
25 C 0.954 -4.167 5.018  0.007
26 C 1.538 -5.107 5.858  -0.003
27 C 2.641 -5.833 5.431  0.003
28 C 3.155 -5.610 4.159  0.002
29 C 2.570 -4.668 3.324  0.012
30 C 0.913 -1.595 3.214  0.050
31 C 1.670 -1.106 4.355  -0.029
32 C 1.640 0.234 4.314  0.026
33 C 0.836 0.619 3.166  -0.028
34 N 0.403 -0.520 2.522  0.077
35 C 0.542 1.909 2.815  0.060
36 C -0.455 2.255 1.855  0.052
37 C -0.933 3.549 1.586  0.078
38 C -2.023 3.407 0.743  0.078
39 C -2.173 2.033 0.492  0.088
40 N -1.205 1.333 1.160  0.013
41 C 1.243 3.010 3.540  0.009
42 C 2.632 3.117 3.462  0.019
43 C 3.314 4.118 4.144  -0.005
44 C 2.616 5.037 4.913  0.007
45 C 1.230 4.947 4.995  -0.004
46 C 0.552 3.945 4.313  0.031
47 C 0.125 -4.734 1.266  0.057
48 C -0.555 -4.761 0.071  0.067
49 N -2.135 -0.740 -0.603  0.084
50 H -7.132 4.780 -1.887  0.001
51 H -5.540 3.943 -3.589  0.000
52 H -3.672 2.481 -2.928  0.007
53 H -4.978 2.626 1.132  -0.002
54 H -6.829 4.127 0.489  0.000
55 H -4.683 0.246 -2.513  0.004
56 H -3.759 -2.141 -3.158  0.003
57 H -4.125 -4.315 -1.769  0.002
58 H -4.607 -6.069 -3.445  0.000
59 H -2.805 -6.885 -4.938  0.001
60 H -0.525 -5.930 -4.737  0.000
61 H -0.062 -4.170 -3.059  -0.005
62 H 0.088 -3.604 5.347  0.001
63 H 1.126 -5.276 6.846  0.000
64 H 3.098 -6.567 6.083  0.000
65 H 4.018 -6.169 3.817  0.000
66 H 2.975 -4.487 2.335  -0.004
67 H 2.182 -1.730 5.071  0.001
68 H 2.103 0.922 5.003  0.003
69 H -0.518 4.467 1.974  -0.005
70 H -2.637 4.187 0.319  0.003
71 H 3.177 2.394 2.862  0.002
72 H 4.393 4.181 4.070  0.000
73 H 3.145 5.817 5.447  0.001
74 H 0.675 5.657 5.596  0.000
75 H -0.527 3.871 4.382  -0.004
76 H 0.501 -5.575 1.827  0.003
77 H -0.825 -5.626 -0.512  0.004
78 Br -0.045 2.223 -6.435  0.010
79 C 0.247 1.147 -4.914  0.068
80 C 0.945 -0.097 -5.050  0.049
81 Br 1.646 -0.593 -6.730  0.009
82 C 1.102 -0.924 -3.968  0.068
83 Br 2.072 -2.540 -4.052  0.006
84 C 0.581 -0.587 -2.664  0.068
85 O 0.652 -1.334 -1.685  0.278
86 C 0.019 0.779 -2.496  0.165
87 O -0.209 1.194 -1.355  0.227
88 C -0.197 1.563 -3.685  0.040
89 Br -1.110 3.193 -3.423  0.008
90 C 4.923 1.144 -3.503  0.001
91 C 3.714 1.795 -2.849  0.002
92 N 3.129 0.879 -1.875  0.014
93 C 2.715 1.096 -0.610  0.008
94 S 2.583 -0.220 0.457  0.066
95 N 2.368 2.324 -0.195  0.007
96 C 1.867 3.448 -0.982  0.011
97 C 2.713 4.702 -0.815  0.000
98 H 5.356 1.812 -4.249  0.000
99 H 4.632 0.219 -4.007  0.000
100 H 5.684 0.907 -2.757  0.000
101 H 2.977 2.055 -3.615  -0.002
102 H 4.009 2.712 -2.345  0.000
103 H 3.267 -0.105 -2.054  -0.002
104 H 2.037 2.300 0.760  0.005
105 H 0.847 3.636 -0.646  -0.007
106 H 1.789 3.155 -2.023  0.005
107 H 2.768 4.985 0.239  0.000
108 H 2.270 5.533 -1.370  0.000
109 H 3.734 4.549 -1.174  0.000

## Properties
net charge = -1
E_HOMO (alpha / beta) = -2.73 / -4.31 eV
frontier orbital gap (alpha / beta) = 4.690 / 5.455 eV
spin multiplicity = 6
ΔE to the lowest compared entry with this formula, charge and spin = 0.0 kcal/mol

=====

| no. | calculated total energy (eV) | F_max (eV Å⁻¹) |
| --- | --- | --- |
| 1 | -113239.937 | 4.1 |
| 2 | -152702.672 | 0.5 |
| 3 | -364310.445 | 0.4 |